(1)
A 3-piece molecular cluster, C8H15O2P overall, computed with the ωB97M-V functional and the def2-TZVPD basis.

Each line ends with the natural charge from an NBO analysis.
CARTESIAN COORDINATES (ANGSTROEM)
1 C 0.250 0.995 -0.324  -0.7917
2 P -0.109 -0.690 -0.435  0.6443
3 C -1.906 -0.600 0.223  -0.2932
4 C -1.756 -0.527 1.696  -0.6306
5 C -2.808 0.381 -0.473  -0.6181
6 C -2.647 -2.069 0.061  -0.6232
7 H -0.381 1.831 -0.129  0.2054
8 H 1.284 1.202 -0.533  0.2117
9 H -2.504 -1.000 2.276  0.2109
10 H -1.750 0.507 2.040  0.2046
11 H -0.847 -0.926 2.049  0.2162
12 H -2.397 1.323 -0.401  0.2029
13 H -3.826 0.514 -0.030  0.2123
14 H -2.839 0.071 -1.534  0.2151
15 H -2.117 -2.878 0.643  0.2183
16 H -3.755 -1.861 0.179  0.2166
17 H -2.538 -2.386 -0.969  0.1973
18 O 1.610 -3.255 0.901  -0.5210
19 C 2.236 -3.009 -0.034  1.0283
20 O 2.912 -2.926 -0.950  -0.5075
21 C 3.877 3.203 -0.788  -0.3839
22 C 4.076 1.870 -0.584  -0.4012
23 H 3.496 3.907 -0.045  0.1944
24 H 4.194 3.668 -1.711  0.1907
25 H 4.550 1.276 -1.419  0.2041
26 H 3.697 1.378 0.292  0.1974

Calculated values
**Strongest force on any atom**: 4.1 eV Å⁻¹
**HOMO-LUMO gap**: 9.490 eV
**SMILES**: C=PC(C)(C)C.O=C=O.C=C
**HOMO energy**: -9.3 eV
**2S+1**: 1
**LUMO level**: 0.181 eV



(2)
C35H67Ge2N3O3S2Si3Ti as an isolated structure, computed with the ωB97M-V functional and the def2-TZVPD basis.

Each line ends with the Löwdin charge.
CARTESIAN COORDINATES (ANGSTROEM)
1 Ti -1.834 0.642 -0.286  0.6635
2 C -2.952 2.942 2.783  -0.0294
3 C -1.605 2.376 2.329  -0.6261
4 C -0.777 2.052 3.570  -0.0308
5 C -0.887 3.395 1.436  -0.0432
6 O -1.793 1.156 1.579  -0.4626
7 Ge -3.433 -0.047 1.823  1.2698
8 O -3.653 0.895 -0.187  -0.4348
9 C -4.801 1.590 -0.702  -0.6299
10 C -4.899 1.383 -2.225  -0.0205
11 C -4.704 3.096 -0.410  -0.0155
12 C -6.040 1.019 -0.008  -0.0302
13 O -2.343 -1.255 0.899  -0.4297
14 C -2.269 -2.700 0.982  -0.6310
15 C -1.173 -3.150 0.006  -0.0060
16 C -3.629 -3.306 0.632  -0.0127
17 C -1.871 -3.135 2.393  -0.0224
18 H -2.802 3.911 3.251  0.1126
19 H -3.603 3.060 1.923  0.0526
20 H -3.425 2.274 3.508  0.0794
21 H -0.657 2.942 4.179  0.0999
22 H -1.309 1.308 4.163  0.0851
23 H 0.203 1.669 3.287  0.0424
24 H -0.541 4.229 2.036  0.0919
25 H -0.021 2.945 0.941  0.0464
26 H -1.567 3.786 0.678  0.0535
27 H -3.921 1.519 -2.691  0.0596
28 H -5.282 0.397 -2.472  0.0806
29 H -5.586 2.110 -2.647  0.1007
30 H -4.947 3.308 0.629  0.0769
31 H -5.424 3.623 -1.031  0.1027
32 H -3.709 3.472 -0.653  0.0470
33 H -6.124 -0.052 -0.198  0.0917
34 H -5.970 1.184 1.073  0.0707
35 H -6.933 1.514 -0.376  0.1081
36 H -1.559 -3.237 -1.006  0.0687
37 H -0.359 -2.422 0.030  0.0564
38 H -0.784 -4.119 0.305  0.1040
39 H -3.953 -3.011 -0.363  0.0681
40 H -3.579 -4.390 0.666  0.1037
41 H -4.372 -2.967 1.357  0.0876
42 H -0.833 -2.882 2.583  0.0562
43 H -2.512 -2.647 3.130  0.0882
44 H -1.990 -4.212 2.481  0.1055
45 C 2.294 1.008 -2.475  -0.0978
46 C 0.977 1.274 -1.812  -0.6694
47 S 0.608 0.382 -0.308  0.6012
48 C 0.087 2.121 -2.358  -0.6840
49 C 0.336 2.875 -3.628  -0.0881
50 S -1.489 2.455 -1.660  0.8200
51 H 2.849 0.259 -1.927  0.0103
52 H 2.885 1.923 -2.515  0.0905
53 H 2.145 0.657 -3.497  0.1032
54 H 1.389 2.932 -3.875  0.0794
55 H -0.055 3.884 -3.524  0.0824
56 H -0.187 2.398 -4.457  0.0974
57 N 1.268 -7.264 -6.849  0.1995
58 C 0.836 -6.342 -6.328  -0.1718
59 C 0.281 -5.218 -5.663  -0.2087
60 C 0.947 -4.647 -4.578  0.0057
61 C 0.364 -3.601 -3.889  0.0076
62 C -0.887 -3.128 -4.277  -0.1803
63 C -1.540 -3.674 -5.377  0.0095
64 C -0.953 -4.713 -6.074  0.0119
65 N -1.551 -2.169 -3.476  0.0092
66 C -2.872 -2.250 -3.134  0.0021
67 C -3.081 -1.303 -2.180  -0.1188
68 N -1.913 -0.628 -1.940  -0.0494
69 C -1.014 -1.178 -2.745  -0.1046
70 H 1.905 -5.038 -4.272  0.1309
71 H 0.856 -3.176 -3.029  0.1124
72 H -2.498 -3.289 -5.689  0.1236
73 H -1.454 -5.149 -6.924  0.1343
74 H -3.530 -2.977 -3.566  0.1419
75 H -3.981 -1.076 -1.643  0.1015
76 H 0.012 -0.867 -2.842  0.1322
77 C 2.935 4.390 0.616  -0.1980
78 Si 3.067 3.154 2.070  0.4546
79 C 2.199 3.771 3.659  -0.2017
80 C 4.880 2.856 2.560  -0.2117
81 Ge 2.476 0.756 1.374  0.6540
82 Si 4.510 -0.175 0.190  0.4376
83 C 3.983 -1.710 -0.842  -0.2193
84 C 5.269 1.222 -0.875  -0.2147
85 C 5.868 -0.720 1.411  -0.2022
86 Si 1.916 -0.949 3.142  0.4358
87 C 2.265 -2.657 2.357  -0.2043
88 C 3.237 -0.461 4.425  -0.2092
89 C 0.234 -1.021 4.064  -0.2084
90 H 2.438 5.304 0.925  0.0320
91 H 2.393 3.986 -0.236  0.0064
92 H 3.928 4.668 0.275  0.0321
93 H 2.823 4.528 4.127  0.0418
94 H 2.069 2.973 4.384  0.0196
95 H 1.232 4.227 3.476  0.0040
96 H 5.310 3.765 2.969  0.0453
97 H 5.498 2.553 1.723  0.0090
98 H 4.954 2.089 3.326  0.0221
99 H 2.901 -1.818 -0.876  -0.0081
100 H 4.385 -2.617 -0.404  0.0297
101 H 4.348 -1.663 -1.864  0.0324
102 H 4.653 2.116 -0.875  0.0020
103 H 5.426 0.920 -1.904  0.0352
104 H 6.238 1.498 -0.477  0.0314
105 H 5.573 -1.548 2.050  0.0185
106 H 6.187 0.098 2.050  0.0182
107 H 6.739 -1.041 0.845  0.0442
108 H 3.322 -2.762 2.143  0.0147
109 H 1.725 -2.789 1.424  0.0043
110 H 1.988 -3.474 3.017  0.0375
111 H 4.225 -0.439 3.976  0.0100
112 H 3.265 -1.166 5.250  0.0419
113 H 3.035 0.523 4.839  0.0222
114 H -0.611 -0.762 3.427  -0.0110
115 H 0.239 -0.349 4.916  0.0325
116 H 0.062 -2.018 4.460  0.0371

Calculated values
**Strongest force on any atom**: 1.7 eV Å⁻¹
**HOMO-LUMO gap**: 6.835 eV
**HOMO energy**: -13.3 eV
**Total charge**: +2
**2S+1**: 1
**LUMO level**: -6.432 eV



(3)
C15H24NO11P2RuS as an isolated structure, computed with the ωB97M-V functional and the def2-TZVPD basis.

Each line ends with the natural charge from an NBO analysis.
CARTESIAN COORDINATES (ANGSTROEM)
1 Ru 0.702 0.809 -0.187  1.1731
2 O -2.268 3.251 -2.713  -0.9899
3 P -1.134 2.608 -1.794  2.5477
4 O -0.940 1.184 -2.285  -1.1868
5 O -1.382 2.697 -0.337  -1.1618
6 O 0.150 3.511 -2.144  -1.1052
7 P 1.520 3.588 -1.237  2.5627
8 O 0.993 4.021 0.196  -1.0167
9 O 2.495 4.483 -1.843  -1.0804
10 O 1.922 2.083 -1.102  -1.0553
11 H -2.404 4.189 -2.537  0.5100
12 H 0.035 3.849 0.291  0.5363
13 C -1.333 1.049 3.646  -0.7100
14 C -0.192 0.807 2.701  0.6536
15 O -0.268 1.373 1.602  -0.5992
16 C 0.950 0.014 3.116  -0.3130
17 C 1.025 -0.431 4.450  -0.0695
18 C 2.118 -1.097 4.938  -0.2938
19 C 3.193 -1.340 4.076  -0.1551
20 C 3.151 -0.936 2.767  -0.2686
21 C 2.025 -0.262 2.239  0.4081
22 O 2.099 0.033 0.965  -0.6321
23 H -2.077 1.653 3.137  0.2445
24 H -0.983 1.571 4.538  0.2318
25 H -1.770 0.098 3.949  0.2507
26 H 0.193 -0.227 5.108  0.2036
27 H 2.155 -1.421 5.969  0.2151
28 H 4.072 -1.855 4.444  0.2134
29 H 3.982 -1.124 2.101  0.2163
30 O -1.667 -1.343 1.737  -0.6296
31 C -1.538 -1.230 0.537  0.8102
32 O -0.514 -0.864 -0.146  -0.7681
33 C -2.707 -1.607 -0.391  -0.1543
34 N -2.629 -0.810 -1.679  -0.5483
35 C -2.387 -1.767 -2.805  -0.2196
36 C -3.003 -3.064 -2.312  -0.4190
37 C -2.627 -3.077 -0.833  -0.4092
38 H -3.653 -1.374 0.093  0.2288
39 H -1.853 -0.089 -1.694  0.5166
40 H -3.495 -0.300 -1.829  0.4194
41 H -1.306 -1.840 -2.915  0.2272
42 H -2.812 -1.361 -3.719  0.2264
43 H -2.620 -3.925 -2.855  0.2370
44 H -4.088 -3.041 -2.442  0.2075
45 H -1.604 -3.435 -0.709  0.2281
46 H -3.279 -3.701 -0.227  0.2384
47 C 3.485 -0.546 -1.452  -0.7447
48 S 1.715 -0.576 -1.773  0.5227
49 C 1.770 0.234 -3.384  -0.7603
50 H 3.795 0.486 -1.294  0.2579
51 H 3.969 -0.977 -2.326  0.2219
52 H 3.696 -1.144 -0.573  0.2448
53 H 2.126 -0.488 -4.116  0.2181
54 H 2.432 1.095 -3.330  0.2502
55 H 0.763 0.566 -3.620  0.2682

Calculated values
**Strongest force on any atom**: 2.4 eV Å⁻¹
**HOMO-LUMO gap (spin up / spin down)**: 8.095 / 7.585 eV
**Expectation value of S²**: 0.755
**HOMO energy (spin up / spin down)**: -8.1 / -8.1 eV
**2S+1**: 2
**LUMO level (spin up / spin down)**: 0.004 / -0.529 eV



(4)
C41H49Cl5InN11O4S2Si2Te as an isolated structure, computed with the ωB97M-V functional and the def2-TZVPD basis.

Each line ends with the Löwdin charge.
CARTESIAN COORDINATES (ANGSTROEM)
1 In -1.898 -1.175 -0.244  0.6045
2 C 4.007 0.459 5.683  -0.0688
3 N 3.240 -0.383 4.784  -0.1363
4 C 1.914 -0.462 4.610  -0.1708
5 N 1.629 -1.330 3.655  0.0623
6 C 2.861 -1.766 3.284  -0.2345
7 N 3.856 -1.212 3.932  0.1139
8 C 4.426 1.772 5.051  -0.1886
9 C 5.736 2.220 5.150  -0.0208
10 C 6.104 3.441 4.602  -0.0473
11 C 5.175 4.227 3.947  -0.0073
12 C 3.857 3.786 3.845  -0.1359
13 C 3.489 2.559 4.394  0.0293
14 C 2.860 4.630 3.203  -0.2755
15 N 3.033 5.782 2.642  0.1215
16 N 1.804 6.230 2.255  0.1208
17 C 0.945 5.322 2.582  -0.2849
18 O 1.551 4.260 3.175  0.1274
19 C -0.501 5.366 2.419  -0.1286
20 C -1.100 6.520 1.920  -0.0040
21 C -2.476 6.580 1.808  -0.0495
22 C -3.261 5.496 2.174  -0.0319
23 C -2.670 4.335 2.655  -0.2017
24 C -3.538 3.159 3.054  -0.0554
25 N -2.949 1.889 2.661  -0.0996
26 C -2.761 1.450 1.422  -0.1211
27 N -2.137 0.287 1.468  0.0101
28 C -1.965 0.054 2.798  -0.1723
29 N -2.438 1.016 3.550  0.1550
30 C -1.288 4.273 2.782  0.0324
31 H 4.884 -0.112 5.977  0.1291
32 H 3.398 0.648 6.568  0.1380
33 H 1.202 0.108 5.188  0.1292
34 H 3.013 -2.518 2.533  0.0944
35 H 6.478 1.619 5.662  0.1199
36 H 7.124 3.788 4.697  0.1147
37 H 5.441 5.184 3.521  0.1203
38 H 2.456 2.242 4.329  0.1110
39 H -0.475 7.363 1.657  0.1222
40 H -2.947 7.480 1.435  0.1149
41 H -4.339 5.554 2.079  0.1176
42 H -4.515 3.240 2.580  0.1336
43 H -3.679 3.128 4.133  0.1430
44 H -3.073 1.972 0.535  0.1281
45 H -1.477 -0.827 3.178  0.1180
46 H -0.811 3.385 3.178  0.1218
47 Cl -8.038 -4.444 -2.589  0.7171
48 C -6.847 -3.418 -1.907  -0.7107
49 C -5.510 -3.559 -2.263  -0.6968
50 Cl -5.039 -4.744 -3.410  0.7263
51 C -4.551 -2.728 -1.696  -0.5814
52 Cl -2.890 -2.867 -2.142  0.8235
53 C -4.874 -1.730 -0.767  -0.5311
54 O -3.992 -0.914 -0.243  -0.2844
55 C -6.234 -1.601 -0.435  -0.6138
56 Cl -6.656 -0.362 0.682  0.7389
57 C -7.206 -2.426 -0.987  -0.6937
58 Cl -8.849 -2.230 -0.545  0.7311
59 C 4.266 -3.924 -4.400  -0.1800
60 Si 2.851 -4.849 -3.564  0.4529
61 C 2.317 -6.383 -4.497  -0.1674
62 C 3.257 -5.150 -1.736  -0.1779
63 C 1.325 -3.667 -3.509  -0.4466
64 Te 1.975 -1.939 -2.522  1.7894
65 C 2.423 -0.744 -4.207  -0.4384
66 Si 3.506 0.742 -3.620  0.4405
67 C 3.818 1.828 -5.118  -0.1684
68 C 5.082 0.003 -2.899  -0.1826
69 C 2.567 1.655 -2.266  -0.1746
70 H 5.139 -4.575 -4.473  0.0483
71 H 4.574 -3.038 -3.835  0.0074
72 H 4.012 -3.618 -5.417  0.0428
73 H 3.148 -7.085 -4.585  0.0428
74 H 1.982 -6.140 -5.506  0.0403
75 H 1.501 -6.895 -3.985  0.0395
76 H 3.166 -6.204 -1.474  0.0395
77 H 2.575 -4.597 -1.084  0.0029
78 H 4.275 -4.846 -1.485  0.0404
79 H 0.536 -4.109 -2.899  0.0314
80 H 0.935 -3.375 -4.482  0.0418
81 H 1.452 -0.445 -4.606  0.0383
82 H 2.953 -1.349 -4.942  0.0234
83 H 4.419 1.308 -5.865  0.0395
84 H 4.364 2.729 -4.827  0.0417
85 H 2.889 2.142 -5.597  0.0362
86 H 5.554 -0.703 -3.586  0.0321
87 H 4.896 -0.512 -1.952  0.0243
88 H 5.814 0.787 -2.698  0.0439
89 H 1.754 2.249 -2.681  0.0311
90 H 3.227 2.332 -1.719  0.0456
91 H 2.129 0.967 -1.539  0.0096
92 O 0.209 -1.158 -2.349  -0.6357
93 O -0.080 -1.961 -1.132  -0.5364
94 S -1.580 1.062 -1.620  0.7622
95 C -2.909 1.519 -2.554  -1.0072
96 N -2.890 2.684 -3.191  -0.0548
97 C -3.952 2.985 -4.143  -0.1834
98 C -5.073 1.980 -3.882  -0.3511
99 S -4.351 0.633 -2.871  1.0564
100 H -2.077 3.277 -3.122  0.1466
101 H -3.573 2.897 -5.162  0.1297
102 H -4.296 4.008 -3.994  0.1304
103 H -5.462 1.544 -4.797  0.0873
104 H -5.896 2.407 -3.315  0.0861
105 C -4.074 -2.530 2.519  0.0189
106 C -2.938 -3.322 1.978  -0.3292
107 N -2.054 -2.956 1.060  0.0221
108 C -1.189 -4.017 0.864  -0.1062
109 C -1.556 -5.035 1.678  -0.0362
110 N -2.655 -4.579 2.367  0.1364
111 H -4.253 -1.656 1.899  0.0450
112 H -3.865 -2.201 3.539  0.0987
113 H -4.982 -3.134 2.544  0.1041
114 H -0.381 -3.943 0.158  0.0974
115 H -1.148 -6.019 1.822  0.1283
116 H -3.158 -5.096 3.069  0.1778

Calculated values
**Strongest force on any atom**: 1.0 eV Å⁻¹
**HOMO-LUMO gap**: 7.083 eV
**HOMO energy**: -12.0 eV
**Total charge**: +2
**2S+1**: 1
**LUMO level**: -4.934 eV



The following energy values (in eV) correspond, in order, to the records above: -21920.6730; -229439.3367; -71960.3605; -180386.8758.
The following energy relative to the best compared isomer or geometry (same formula, charge and spin) values (in eV) correspond, in order, to the records above: 3.520; 0.820; 1.637; 0.909.